No. 1
{
  "formula": "C2H8NS2",
  "method": "ωB97M-V/def2-TZVPD",
  "elements": ["C", "C", "S", "N", "H", "H", "H", "H", "H", "H", "S", "H", "H"],
  "positions_angstrom": [[1.185, -1.241, -0.419], [1.167, -0.049, -1.373], [-0.244, 1.086, -1.157], [0.000, -2.098, -0.451], [1.295, -0.891, 0.610], [2.047, -1.882, -0.641], [1.158, -0.425, -2.402], [2.089, 0.526, -1.241], [-0.117, -2.464, -1.386], [-0.792, -1.498, -0.288], [-0.911, 0.686, 2.257], [-0.682, 0.928, 0.851], [-2.072, 1.352, 2.300]],
  "forces_ev_per_a": [[0.0, -0.1, 0.0], [-0.1, 0.1, 0.0], [-0.2, 0.0, 0.0], [0.3, -0.2, 0.1], [0.1, 0.1, 0.0], [0.1, 0.1, 0.0], [0.1, 0.0, 0.0], [0.1, -0.1, 0.0], [0.0, 0.0, -0.2], [-0.4, 0.3, 0.0], [0.0, 0.0, -0.1], [0.1, -0.1, 0.2], [0.0, 0.0, -0.1]],
  "nbo_charge": [-0.223, -0.531, -0.605, -0.848, 0.179, 0.158, 0.171, 0.182, 0.330, 0.373, -0.496, 0.195, 0.115],
  "homo_ev": -3.0,
  "e_tot_ev": -25365.4310,
  "relative_energy_ev": 0.142,
  "largest_force_ev_per_a": 0.48,
  "lumo_ev": 3.659,
  "molar_mass_g_mol": 110.2,
  "total_charge": -1,
  "gap_ev": 6.68
}

---

No. 2
{
  "formula": "C6H7NO",
  "method": "ωB97M-V/def2-TZVPD",
  "elements": ["C", "C", "C", "C", "C", "C", "H", "H", "H", "H", "H", "H", "H", "N", "O"],
  "positions_angstrom": [[0.973, -0.466, -1.523], [0.105, -0.629, -0.603], [-0.631, -1.748, -0.175], [-0.962, -1.559, 1.079], [-0.733, -0.134, 1.505], [0.414, 1.684, 0.152], [0.893, -1.276, -2.454], [1.440, 0.347, -1.799], [-0.707, -2.531, -0.728], [-1.591, -2.110, 1.777], [-1.554, 0.518, 1.604], [-0.228, 0.041, 2.438], [0.592, 2.195, 1.283], [-0.231, 0.404, 0.223], [0.972, 2.137, -0.787]],
  "forces_ev_per_a": [[-0.6, -6.8, -5.8], [-0.7, 1.6, 0.2], [0.5, 2.5, 3.0], [-2.3, 0.9, 2.3], [0.0, 0.5, -1.7], [0.3, -1.4, 4.0], [0.7, 1.7, 2.7], [2.2, 4.0, -0.9], [-0.6, -5.0, -3.2], [0.4, -0.6, -0.5], [-2.1, -0.2, 0.8], [1.4, -0.2, 0.1], [-1.1, -1.1, -2.5], [1.9, 3.3, 2.3], [0.0, 0.8, -1.0]],
  "nbo_charge": [-0.405, 0.110, -0.193, -0.157, -0.264, 0.574, 0.174, 0.217, 0.212, 0.217, 0.213, 0.206, 0.091, -0.444, -0.550],
  "homo_ev": -8.4,
  "e_tot_ev": -9869.6397,
  "relative_energy_ev": 3.018,
  "largest_force_ev_per_a": 8.89,
  "lumo_ev": 0.906,
  "molar_mass_g_mol": 109.1,
  "smiles": "C=C1C=CCN1C=O",
  "gap_ev": 9.30
}